# 1
118
Properties=species:S:1:pos:R:3 method="wB97M-V/def2-TZVPD" gap_ev=9.4074 total_energy_ha=-2277.6892
H -9.6313 -1.0425 -0.7843
H 1.2411 5.4116 3.6357
H 6.9277 -3.2692 -4.0491
H -1.3624 1.2102 0.7430
O 1.8942 5.6008 1.6483
H 2.4075 0.1759 -3.3459
H -4.6965 -7.2157 -1.1219
H 5.5786 1.1546 0.7251
H -7.1650 -1.8018 2.6145
C -8.4349 -1.5137 1.0205
H -5.9084 3.2877 -0.0062
H 4.5983 7.7739 -3.1810
H 0.3483 1.4896 0.6193
H -8.2482 -2.0281 -1.1373
H -8.0841 -0.3779 -0.8217
H -0.6166 1.0714 -0.8467
C -0.7770 0.2199 5.4376
H 6.5650 -1.9375 -2.8830
H -3.9467 -3.7145 -5.9491
C -8.6140 -1.2583 -0.4578
C 5.9876 -3.9581 -2.2968
H -2.8382 6.6166 -3.9080
C -7.0105 -1.7187 1.5387
C -1.2502 -1.6117 0.0637
H -5.5088 -5.0987 -1.5232
H 2.3585 4.7898 -4.1481
H -5.0325 3.4746 1.4733
H 0.0504 2.0030 6.1401
H 4.5743 -1.2927 4.6187
H -1.6752 -1.3976 -0.9169
O 0.6872 -0.0889 -4.4827
H -0.9216 -7.0629 5.5474
H -1.3873 -1.8364 5.1991
H -4.2288 3.8463 -0.0905
O 5.7175 3.3556 1.9844
C -0.4648 0.8857 0.2166
C -0.2300 -6.3436 3.6742
C -1.8072 6.3369 -2.3019
O 4.1849 -3.0515 5.6846
H 3.2691 7.5870 -4.4123
C 6.6558 2.9048 1.3221
O -3.0385 6.4133 -2.9914
H 1.0322 7.0474 2.8837
O -5.3454 -3.5089 -4.4636
H -1.0877 6.9750 -2.8150
O -1.7745 0.6673 4.8716
H 2.6852 0.0386 -5.0772
C 0.0340 -6.8591 5.0644
H -3.3402 -3.1978 -4.3928
C 0.4577 1.0578 5.7811
C 7.9857 3.6486 1.1719
H 1.0042 0.5792 6.5937
H 5.7881 -3.3213 -0.2165
C 5.1682 -3.4961 -1.0958
H -5.3894 5.6774 -0.4043
H -3.8203 -4.8887 -4.5834
H 8.8099 3.1175 1.6480
H 2.2481 5.8153 -2.7812
H -6.1897 0.9572 -5.9468
O -5.8431 -5.5940 -0.7719
H -4.6814 2.1402 -5.1274
H 6.9927 1.6295 -0.2861
O 5.2848 5.1212 -3.7812
H -6.3557 -0.8573 1.4073
H 4.6144 -2.5747 -1.2758
O -1.3640 -5.9752 3.3112
H 4.6330 -2.6858 6.4508
H -4.1138 0.7231 -4.2107
H -5.3546 1.6715 -3.4934
C -0.1646 -0.5721 0.4653
C 4.6447 -2.3763 4.5240
O -6.0079 0.6184 -5.0672
H -4.9150 -6.8135 0.6311
H 3.1467 4.2805 -2.6515
H -6.4610 -2.6015 1.2119
H 4.4473 -4.2955 -0.9244
H 8.1681 3.5930 0.0987
H 5.7158 -2.5280 4.3900
O 5.7983 -5.0898 -2.7092
C 4.2417 5.7679 -3.7186
H -1.8646 6.6052 -1.2470
H 0.0201 5.7609 2.3970
H 7.8671 -3.0142 -2.5473
H -5.5519 -2.5841 -4.6177
C 6.8766 -2.9753 -3.0007
H 7.8762 4.6478 1.5934
H 0.4538 -0.4697 -5.3324
C -4.7731 -6.4237 -0.3769
H -3.8126 -5.9138 -0.4517
C 2.9337 5.1377 -3.2901
H 0.4147 -6.0250 5.6538
C 6.5909 1.5587 0.7246
H 4.1837 -2.7337 3.6032
H -0.6007 -1.5592 6.7320
H 2.0350 -1.4143 -4.1321
H -0.7898 -2.5985 0.1119
H 1.7897 -6.9928 3.0223
C -4.0547 -3.8649 -4.8750
H 0.7128 -6.3957 1.6985
H 1.3841 -5.2533 2.8174
O -5.4432 5.2465 0.4519
C 2.0768 -0.3317 -4.2520
C -4.9825 1.3325 -4.4602
H 0.3249 -1.6167 5.2647
C 1.0184 -6.2771 2.7380
O -9.3693 -1.5287 1.8017
H 7.2210 0.8696 1.2870
H -1.3619 5.3504 -2.1734
C -5.1552 3.9073 0.4805
C 1.0396 5.9696 2.7213
H 4.9310 7.3585 -4.8949
H 1.1604 1.2209 4.9640
O 0.8912 -0.9034 0.9976
H 0.7080 -7.7101 5.1623
H 2.7335 5.2612 1.9673
H -1.9739 -1.5106 0.8725
C -0.6100 -1.2486 5.6873
C 4.2401 7.2386 -4.0604

---

# 2
129
Properties=species:S:1:pos:R:3 method="wB97M-V/def2-TZVPD" gap_ev=7.1834 total_charge=+2 total_energy_ha=-3598.7099
H 0.2402 -1.8244 -6.8447
H 1.4366 4.6393 4.9444
H 4.1705 -0.2434 1.1656
N 1.0700 3.7389 4.7921
C 4.9932 5.9155 0.2488
H 5.1997 3.5563 -1.2573
N 0.2943 -3.3573 0.4073
C 3.0980 -1.3418 -2.0973
H -6.9857 -1.5445 -0.2273
N -0.1074 -2.5682 -6.2622
H 2.4772 4.2045 6.9857
C 5.0743 3.9099 7.2029
H 3.9143 -2.5527 -3.4736
H 4.3137 6.3867 0.9623
H 3.2783 4.7164 5.4767
C -6.2503 -0.2142 1.2849
C -3.9301 -2.9190 -1.3794
H 2.6387 0.1459 0.2713
H -4.9202 -0.2303 -0.2858
H 1.0810 -1.6902 -1.3077
C -1.4278 -2.2547 -5.7422
H -5.8895 1.1228 -0.3615
H 3.8217 1.6894 4.5007
H 1.6841 -2.9309 -2.4406
H -1.1261 -3.7397 -4.2517
C 2.1172 2.8637 5.3644
H 0.5781 -4.5705 2.1660
H -1.9080 -3.6687 2.1217
O -1.9577 3.5326 -0.8365
H 2.5170 -0.6837 1.8825
C 2.7991 1.9540 4.3090
H -4.8945 -2.8786 -3.3506
O 1.6761 -5.8748 0.3779
H 1.7887 2.2068 6.1390
H -4.0129 2.9448 3.3672
H -5.7478 0.5855 -3.5176
H 0.0575 -3.4687 -6.6576
H -2.3961 -0.6626 -4.6478
H 4.7588 -1.2507 -0.8688
H -2.4262 -1.6577 -2.2719
C 4.5027 7.4930 -1.3267
H 5.4584 8.0198 -1.2828
H -5.0712 -4.5835 -1.3591
H 5.4692 4.7117 6.5853
H 3.0913 -0.3016 -1.9065
C -5.0295 -2.4215 -2.3652
H 6.7134 4.0856 -0.6990
F -0.1487 2.4570 2.2027
Be -4.2898 1.4761 1.3118
H -4.9841 -0.5533 -4.5680
H -2.0215 -4.4732 0.5766
H -5.7315 -2.3666 0.5454
H -3.5113 -5.0429 -1.3668
H 4.6667 -1.0142 -3.4166
K 2.4013 4.6835 -1.5575
H -2.1543 -4.2158 -5.5832
C 5.1084 4.4805 0.6873
H 3.4100 4.5834 1.7793
C 3.8858 -1.9106 -0.8792
O 3.2843 -1.8784 0.4376
H 2.6567 2.4260 3.3048
H 3.7813 3.0383 1.1780
O 4.5309 6.1271 -1.1191
H 4.1875 -2.9459 -1.1033
C -1.9396 -3.4232 -4.9520
H 1.1179 -1.4045 -3.0711
H 3.8130 7.9700 -0.6629
C -2.4790 -2.6703 -1.8039
N -4.1559 -4.3300 -1.0910
H 6.0544 2.5941 0.1045
C 2.1364 -6.8298 1.3441
C 3.0103 3.8083 6.1006
O 4.1820 3.1190 6.4358
H 0.3234 1.0028 -4.1528
C -1.5256 -4.5144 1.5227
H -0.8571 -1.1181 -3.9367
O -2.4403 4.2979 1.5305
H 0.7265 1.3485 -5.9403
C -1.3776 -0.9657 -4.8981
O -4.9419 -0.9720 -2.4217
H 3.1849 -7.0065 1.3276
H -4.6671 1.7629 4.5612
C 3.1293 -0.5700 0.9716
H 5.7434 4.3976 1.5591
H -1.8412 -2.7567 -0.9155
C -5.6827 0.0555 2.7349
H -7.2674 -2.2391 1.4045
H -1.7336 -5.4524 2.0279
H 5.8030 3.1651 7.4615
S -2.0287 3.2344 0.5721
H -2.8283 -3.0470 -4.3667
C 0.3962 0.6459 -5.1710
H 2.2396 0.9895 4.2935
H 1.1098 -0.1686 -5.1534
H -6.4825 0.2333 3.4035
C -0.3716 2.7739 0.8530
H 0.1238 3.5845 5.1766
C 1.6519 -1.8898 -2.2402
H -4.1233 -2.2940 -0.4763
O -0.8592 0.1338 -5.6765
H 1.8370 -6.5902 2.3511
H 0.2025 -2.4143 0.7289
C 5.8410 3.5790 -0.3630
C -0.0546 -4.4865 1.2782
O -5.0225 1.3811 2.5851
H 4.1736 7.7099 -2.3627
C -4.1207 1.8525 3.6136
H 1.6105 -7.8342 1.1417
C -6.5909 -1.6821 0.7281
N 3.7750 -1.5628 -3.3177
H 5.9619 6.3972 0.2198
F -0.0457 1.7627 0.0851
O -2.6909 1.7942 0.9037
F 0.4722 3.8522 0.5123
H -7.1300 0.3825 1.3146
H -6.5256 -0.8773 -3.8485
H 4.6316 4.2938 8.1406
N 3.7424 4.0286 0.9758
H 1.1639 -3.5304 -0.0693
H -3.1823 1.3905 3.6351
H -4.9125 -0.6607 3.0616
C -5.5254 -0.4843 -3.6318
H -2.1320 -2.0883 -6.6013
H -0.2423 -6.5451 0.9208
H -6.0597 -2.7572 -2.0834
C 0.2720 -5.7014 0.4697
H -0.1503 -5.6158 -0.5324
N -5.3470 0.5150 0.2828
H -2.3988 -3.4336 -2.5575